19
Properties=species:S:1:pos:R:3:forces:R:3:lowdin_charge:R:1 method="wB97M-V/def2-TZVPD" homo_ev="-7.358 / -8.159" total_charge=0 e_above_lowest_kcal_mol=68.57
C 1.286687 -1.532719 -1.459829 1.4 -1.2 1.6 -0.102
C 0.526636 -1.162927 -2.521074 0.6 -0.1 2.1 -0.094
C -1.441801 0.427816 2.501736 0.2 -0.9 -2.0 -0.227
H -1.232359 0.730135 4.458325 0.8 0.9 -0.8 0.085
C 1.513607 -0.664810 -0.432182 0.8 0.3 2.0 -0.164
H 2.158023 -1.078349 0.422191 -1.0 1.1 -1.2 0.126
H -0.226403 2.003958 -1.561704 -0.7 1.2 -0.5 0.069
C -1.714623 -0.309788 1.472347 0.0 0.7 1.1 0.001
C 0.174694 1.039773 -1.597881 1.9 -2.3 3.2 -0.097
H 1.807260 -2.461647 -1.223714 -0.5 -0.3 -1.1 0.112
C -0.033291 0.055960 -2.509523 -1.3 3.1 -2.7 -0.123
C -0.914459 1.099983 3.439867 -0.8 0.1 3.2 -0.043
H -0.376181 2.014405 3.284064 0.3 0.2 0.1 0.025
H 0.232514 -1.781043 -3.250961 -0.5 -2.4 -2.7 0.073
P 1.387953 1.833844 0.734569 0.2 0.7 0.9 0.854
C 0.965753 0.636277 -0.422626 -0.4 0.1 -2.0 -0.695
H -0.507192 0.361832 -3.451057 -0.4 -0.2 0.4 0.118
H -1.024151 -1.042716 1.196792 0.9 -1.1 -0.5 0.042
H -2.582665 -0.169984 0.920660 -1.5 0.1 -0.9 0.040